{
  "formula": "C35H64N2O9",
  "method": "ωB97M-V with the def2-TZVPD basis set",
  "e_homo_ev": -8.3,
  "e_tot_ha": -2158.57484,
  "smiles": "c1cc[nH]c1.c1cc[nH]c1.CC(C)=O.CC(C)=O.CC(C)=O.CC(C)=O.CC(C)=O.CC(C)=O.CC(C)=O.CC(C)=O.CC(C)=O",
  "molar_mass_g_mol": 656.9,
  "species": ["C", "C", "C", "N", "C", "H", "H", "H", "H", "H", "C", "C", "C", "N", "C", "H", "H", "H", "H", "H", "C", "C", "C", "O", "H", "H", "H", "H", "H", "H", "C", "C", "C", "O", "H", "H", "H", "H", "H", "H", "C", "C", "C", "O", "H", "H", "H", "H", "H", "H", "C", "C", "C", "O", "H", "H", "H", "H", "H", "H", "C", "C", "C", "O", "H", "H", "H", "H", "H", "H", "C", "C", "C", "O", "H", "H", "H", "H", "H", "H", "C", "C", "C", "O", "H", "H", "H", "H", "H", "H", "C", "C", "C", "O", "H", "H", "H", "H", "H", "H", "C", "C", "C", "O", "H", "H", "H", "H", "H", "H"],
  "positions_angstrom": [[-0.59553, 2.29236, 5.06852], [-0.03288, 1.25166, 4.24003], [-0.81821, 1.12583, 3.13659], [-1.82659, 2.11497, 3.22575], [-1.67829, 2.76904, 4.38572], [-0.20425, 2.56092, 6.06747], [0.96493, 0.79098, 4.34997], [-0.71846, 0.54940, 2.28090], [-2.43541, 2.35460, 2.42574], [-2.31905, 3.54590, 4.72305], [1.26853, -1.34638, -2.18732], [0.46384, -0.81097, -1.14672], [1.13787, 0.31220, -0.69660], [2.27571, 0.48334, -1.43520], [2.39153, -0.60427, -2.28128], [1.11287, -2.22793, -2.84650], [-0.49751, -1.07442, -0.72501], [0.91132, 0.94158, 0.20131], [3.01044, 1.16859, -1.13783], [3.16766, -0.59252, -3.02417], [-0.02830, 3.83291, 0.59824], [1.20366, 4.73771, 0.59196], [1.35611, 5.73538, -0.49937], [2.06623, 4.56919, 1.44242], [0.30995, 2.86763, 0.78521], [-0.64739, 3.81479, -0.32284], [-0.66920, 4.20343, 1.39048], [2.36393, 6.19649, -0.42695], [0.63974, 6.47566, -0.46322], [1.32266, 5.27838, -1.49513], [3.70327, 1.65977, 2.27878], [4.38208, 2.54711, 1.29159], [5.14383, 3.81379, 1.76029], [4.28290, 2.37708, 0.09119], [3.60334, 0.71164, 1.82055], [2.68770, 2.03554, 2.47687], [4.10318, 1.79998, 3.31595], [4.30805, 4.48157, 1.88779], [5.73816, 4.14240, 0.93965], [5.77203, 3.75669, 2.66806], [-4.10118, 2.37907, -0.60698], [-2.82282, 1.63809, -0.84421], [-2.58478, 0.92199, -2.16135], [-2.08974, 1.52794, 0.08192], [-4.72936, 1.76960, 0.01488], [-4.52314, 2.61463, -1.53951], [-3.89439, 3.33431, -0.09616], [-2.79657, 1.73859, -2.87771], [-3.29597, 0.18126, -2.22295], [-1.52345, 0.62421, -2.13420], [0.26211, 2.63085, -4.26321], [-0.72447, 2.84389, -5.42033], [-0.24585, 2.52287, -6.74879], [-1.86590, 3.23553, -5.22112], [0.70948, 1.69363, -4.51540], [-0.34287, 2.57754, -3.31300], [1.06746, 3.36584, -4.28277], [0.73152, 2.07503, -6.67089], [-0.35474, 3.39587, -7.46334], [-0.80605, 1.72891, -7.23586], [0.97275, -3.60966, 1.17159], [0.87238, -4.06721, 2.56556], [0.64030, -2.87368, 3.53270], [0.88594, -5.24751, 2.82716], [1.43848, -4.40288, 0.58389], [1.43305, -2.67094, 0.82631], [-0.07271, -3.38769, 0.95850], [0.09478, -3.33383, 4.37060], [0.04125, -2.10776, 3.06755], [1.63691, -2.56000, 3.74493], [-0.17976, -6.05499, -1.42538], [-1.68932, -5.76670, -1.49053], [-2.12047, -4.38381, -2.03975], [-2.48344, -6.64502, -1.27961], [0.04981, -6.91548, -0.81925], [0.33435, -5.20387, -1.00677], [0.19680, -6.26529, -2.46602], [-2.58417, -3.86544, -1.16772], [-2.98726, -4.59328, -2.65919], [-1.38037, -3.68304, -2.42109], [4.97448, 4.57429, -2.08703], [3.88081, 3.90295, -2.90167], [4.39051, 2.69742, -3.70669], [2.76535, 4.30364, -2.83783], [5.73540, 3.89655, -1.64450], [4.49088, 4.97919, -1.19017], [5.54953, 5.36877, -2.64140], [3.52700, 2.05547, -4.01912], [5.16278, 2.15969, -3.10522], [4.84715, 2.97553, -4.61878], [-5.28098, -2.38275, 1.60663], [-4.07065, -1.73771, 0.96463], [-2.77914, -1.73980, 1.67184], [-4.22377, -1.25791, -0.15594], [-6.20093, -2.07363, 1.07897], [-5.34488, -2.45167, 2.77416], [-5.25168, -3.50474, 1.29917], [-2.75354, -0.81928, 2.31100], [-1.98433, -1.58132, 1.01514], [-2.61329, -2.57562, 2.31255], [-2.72157, -5.45541, 3.85663], [-2.28625, -5.79627, 2.48749], [-1.89704, -7.25515, 2.29669], [-2.27448, -4.98766, 1.59297], [-2.42739, -6.16239, 4.65294], [-3.77235, -5.79637, 3.79809], [-2.56797, -4.39295, 4.20766], [-2.46961, -7.94205, 2.87116], [-0.93229, -7.32360, 2.75295], [-1.86083, -7.48083, 1.24925]],
  "atomic_forces_ev_per_a": [[0.99, -0.85, 0.20], [0.79, 0.26, 0.41], [-0.94, 2.26, 0.95], [0.30, -1.62, -1.65], [0.33, 0.61, 1.18], [-0.53, 0.05, -0.92], [-0.96, -0.01, 0.21], [0.11, -0.86, -1.41], [0.59, -0.35, 0.93], [-0.58, 0.42, -0.12], [-0.66, -1.90, -0.65], [0.27, 1.02, 0.47], [-0.44, 0.30, 0.99], [0.71, 0.21, 1.12], [0.65, 1.87, -0.44], [-0.16, 0.78, 0.78], [0.13, -0.38, -0.34], [0.22, -0.57, -1.27], [-0.79, -1.01, -0.52], [0.18, -0.31, -0.01], [-0.45, 2.06, -0.99], [0.16, -0.93, 0.09], [2.61, -0.85, -0.50], [-0.60, 0.20, -0.47], [0.31, -1.69, 0.65], [0.66, 0.25, 0.37], [-0.14, -0.23, 0.38], [-0.64, -0.15, 0.09], [-1.78, 1.64, 0.18], [-0.23, -0.14, 0.36], [-0.38, 1.80, 1.41], [0.83, 1.31, 0.13], [-0.45, -1.42, 0.36], [-0.20, -0.47, -0.05], [0.13, -1.32, 0.20], [-0.03, 0.16, -0.62], [0.28, -0.92, -1.01], [-0.16, 0.71, 0.34], [0.43, 0.33, -0.60], [-0.61, -0.24, -0.33], [0.81, 0.93, 0.11], [-1.46, -0.87, -0.72], [1.71, 3.55, 0.91], [2.24, -0.24, 2.05], [-0.46, -0.30, 0.14], [-1.18, 0.23, -1.10], [0.01, -0.44, -0.01], [0.30, -0.75, -0.40], [-1.42, -1.96, -0.40], [-0.66, -0.23, -0.45], [-1.74, 0.22, -0.17], [-1.40, 0.86, 2.22], [0.33, 0.06, -2.44], [0.74, -0.23, -0.09], [0.50, -0.92, 0.41], [1.07, 0.22, -0.88], [-0.21, 0.16, 0.29], [0.75, 0.51, -0.41], [0.55, -0.88, 0.94], [-0.63, -0.06, 0.23], [0.52, 0.11, -1.58], [-0.04, 1.42, 0.15], [-0.88, -2.87, -0.03], [-0.04, 0.39, 0.67], [-0.61, 0.00, -0.23], [0.30, -0.05, 1.06], [-0.36, -0.58, -0.64], [0.48, 0.68, 0.23], [0.01, 0.31, -0.19], [0.57, 0.63, 0.64], [-0.40, 0.18, -0.77], [1.36, 0.18, -1.18], [-0.99, -0.46, 1.95], [-0.42, 0.19, 0.24], [-0.18, -0.38, 0.22], [0.27, 0.31, -0.15], [-0.40, 0.40, 0.89], [0.33, -0.24, -0.31], [0.19, 0.26, -0.56], [0.13, -0.50, -0.32], [0.91, 0.51, 0.87], [3.00, -0.75, 0.13], [-1.49, -0.92, 1.02], [-1.54, 0.06, -0.52], [-0.51, 0.03, -0.74], [0.05, 0.43, -0.38], [-0.84, -0.67, 0.37], [0.74, 0.29, 0.56], [-0.83, 0.22, -0.46], [0.68, 0.74, -0.95], [-0.46, -2.53, 0.90], [-1.42, 0.02, -1.16], [-0.50, 1.61, 1.49], [0.53, -0.22, 0.97], [0.40, 0.35, 0.71], [0.14, 0.61, -2.23], [0.36, 1.59, 0.49], [-0.24, -0.62, -0.22], [1.29, -0.03, -1.29], [-0.03, -0.72, 0.30], [-0.80, 0.09, 1.65], [0.60, -0.99, -0.01], [0.07, 1.34, -0.23], [0.13, 0.35, -0.31], [0.72, 0.37, -0.48], [-0.21, 0.96, 0.11], [-0.48, -1.18, -0.67], [-0.97, -0.49, 0.29], [1.04, -0.02, 0.03], [0.02, -0.31, -0.46]]
}